{
  "formula": "C32H44N4O2SSi2W",
  "method": "ωB97M-V/def2-TZVPD",
  "relative_energy_kcal_mol": 26.5,
  "max_force_ha_per_bohr": 0.0792,
  "e_lumo_ev": [-0.021, -0.031],
  "e_tot_ev": -72373.6251,
  "charge": 0,
  "species": ["W", "C", "Si", "C", "C", "C", "C", "C", "C", "C", "C", "N", "Si", "C", "C", "C", "H", "H", "H", "H", "H", "H", "H", "H", "H", "H", "H", "H", "H", "H", "H", "H", "H", "H", "H", "H", "H", "H", "N", "C", "C", "C", "C", "C", "C", "H", "H", "H", "H", "H", "C", "C", "C", "C", "C", "C", "C", "C", "C", "C", "O", "O", "H", "H", "H", "H", "H", "H", "H", "H", "H", "H", "H", "C", "N", "C", "C", "N", "C", "S", "H", "H", "H", "H", "H", "H"],
  "positions_angstrom": [[-0.15469, -0.21838, 0.39000], [-0.62592, -0.83213, 4.20440], [-2.02111, -1.43748, 3.08447], [-1.75632, -3.25857, 2.64943], [-3.61115, -1.30740, 4.11445], [-2.05837, -0.41753, 1.49610], [-2.59678, -1.14776, 0.31866], [-3.77823, -1.84948, 0.13877], [-4.06068, -2.38805, -1.10949], [-3.14200, -2.22374, -2.14140], [-1.96354, -1.55327, -1.89427], [-1.69171, -1.03139, -0.69277], [-2.82605, 1.30519, 1.54487], [-2.61349, 2.16839, -0.13444], [-4.68812, 1.23306, 1.89920], [-2.06331, 2.40125, 2.88660], [-0.70843, -1.27446, 5.20094], [-0.64664, 0.25277, 4.31625], [0.34315, -1.10554, 3.78807], [-1.39327, -3.81336, 3.51669], [-1.01477, -3.34208, 1.85442], [-2.67608, -3.73834, 2.30685], [-3.57287, -2.01071, 4.94937], [-4.51164, -1.52900, 3.53697], [-3.72335, -0.30484, 4.53350], [-4.45721, -1.97282, 0.97225], [-4.98501, -2.92374, -1.27911], [-3.33418, -2.62546, -3.12609], [-1.20639, -1.43520, -2.66023], [-2.82177, 1.48682, -0.96332], [-1.60990, 2.57114, -0.27150], [-3.30870, 3.00619, -0.22158], [-5.19639, 0.52867, 1.23660], [-5.15600, 2.21097, 1.76775], [-4.87207, 0.91486, 2.92668], [-0.97341, 2.37279, 2.87734], [-2.40044, 2.09017, 3.87801], [-2.37033, 3.44015, 2.74317], [0.64979, -1.82694, 0.71260], [1.43378, -2.72799, 0.05804], [1.92837, -3.91727, 0.61833], [2.73415, -4.76839, -0.11780], [3.07660, -4.47798, -1.43060], [2.59442, -3.31110, -2.01284], [1.78886, -2.45725, -1.29000], [1.66565, -4.15826, 1.64134], [3.09918, -5.68088, 0.33774], [3.71036, -5.15172, -1.99204], [2.85179, -3.06337, -3.03622], [1.39368, -1.54816, -1.73378], [3.81293, -0.75985, -6.06931], [3.04985, -0.08217, -4.96291], [3.61726, 0.08373, -3.70681], [2.93319, 0.71557, -2.67551], [3.55056, 0.82080, -1.31107], [1.64842, 1.20803, -2.92713], [1.05232, 1.04419, -4.17656], [-0.35820, 1.51776, -4.40908], [1.76381, 0.39755, -5.17741], [0.89178, 1.88551, -1.81851], [0.84310, 3.11499, -1.72703], [0.25695, 1.11219, -1.00432], [4.64454, -1.33858, -5.66954], [4.21822, -0.01921, -6.76188], [3.16323, -1.42549, -6.63820], [4.61746, -0.29061, -3.51863], [4.60607, 0.55456, -1.33836], [3.05099, 0.13909, -0.62091], [3.45743, 1.83263, -0.91247], [-1.06338, 0.87789, -3.87165], [-0.61067, 1.48740, -5.46750], [-0.49141, 2.53511, -4.03954], [1.30048, 0.26434, -6.14956], [2.47694, 2.78097, 4.23236], [1.96633, 3.35901, 3.01136], [1.88159, 4.70830, 2.71851], [1.30439, 4.81197, 1.50798], [1.02154, 3.53449, 1.06621], [1.44263, 2.64014, 1.98072], [1.38448, 0.94385, 2.02412], [3.13086, 3.50198, 4.71732], [3.03143, 1.87257, 4.00932], [1.65878, 2.51960, 4.90594], [2.24344, 5.46218, 3.39405], [1.05640, 5.67841, 0.92227], [0.76678, 3.35875, 0.07135]],
  "forces_ev_per_angstrom": [[2.507, -2.607, 1.876], [-0.224, -0.173, -0.100], [0.273, 0.104, 0.266], [-0.133, 0.259, -0.061], [0.123, 0.009, -0.214], [-0.228, 0.160, -0.196], [0.162, 0.342, 0.037], [-0.362, -0.361, -0.197], [0.269, 0.218, 0.290], [-0.090, -0.113, -0.182], [0.197, 0.082, -0.005], [-1.949, -0.690, -0.808], [-0.255, 0.222, 0.316], [-0.032, -0.171, 0.225], [0.226, -0.064, -0.056], [-0.055, -0.194, -0.143], [-0.056, -0.047, -0.011], [0.004, 0.021, -0.033], [0.026, 0.011, -0.019], [-0.011, 0.017, 0.041], [0.047, -0.017, 0.017], [-0.023, 0.005, 0.030], [0.041, -0.023, 0.006], [-0.008, -0.002, -0.007], [-0.004, 0.008, 0.009], [-0.023, 0.059, -0.014], [-0.008, -0.022, -0.003], [0.028, -0.003, 0.002], [0.041, 0.040, 0.028], [0.028, 0.038, -0.042], [0.023, -0.019, -0.060], [-0.059, -0.015, 0.108], [-0.019, 0.015, -0.027], [0.039, 0.034, -0.041], [0.000, -0.017, -0.021], [0.000, -0.070, -0.009], [0.008, -0.015, 0.017], [-0.070, -0.007, -0.032], [-1.359, 2.431, 0.008], [0.885, -0.564, -1.055], [-0.348, 0.397, 0.261], [0.066, -0.126, -0.107], [-0.002, 0.011, 0.042], [0.053, -0.057, -0.084], [-0.185, -0.065, 0.437], [0.017, 0.018, 0.013], [-0.005, 0.019, 0.032], [-0.001, 0.000, -0.003], [-0.012, 0.007, 0.005], [0.103, 0.009, -0.088], [-0.060, 0.080, 0.038], [0.045, -0.049, 0.021], [-0.041, 0.017, -0.031], [-0.127, 0.037, -0.081], [-0.047, 0.063, -0.031], [0.308, -0.201, 0.192], [-0.129, 0.029, 0.076], [0.074, -0.005, 0.037], [-0.011, 0.002, -0.032], [-0.223, 0.580, -0.199], [0.067, -0.351, 0.131], [0.243, 0.547, -0.461], [0.008, -0.022, -0.035], [0.019, -0.031, -0.021], [0.034, -0.017, -0.019], [0.004, -0.025, 0.006], [-0.001, 0.010, 0.001], [-0.009, -0.001, 0.135], [-0.003, -0.006, 0.061], [-0.050, 0.041, -0.009], [-0.019, 0.017, -0.004], [-0.040, -0.001, -0.038], [-0.004, 0.005, -0.004], [-0.025, -0.070, 0.201], [-0.110, 0.003, -0.302], [-0.024, 0.079, -0.040], [-0.048, 0.243, 0.056], [-0.003, 0.220, -0.541], [0.187, -0.432, 0.115], [0.215, 0.380, -0.017], [-0.008, 0.015, -0.024], [0.043, 0.041, -0.047], [0.002, 0.001, -0.025], [-0.021, -0.012, 0.007], [0.037, -0.014, -0.010], [0.073, -0.265, 0.446]]
}



{
  "formula": "C32H45AsN2O4PPtS",
  "method": "ωB97M-V/def2-TZVPD",
  "relative_energy_kcal_mol": 0.0,
  "s2": 2.01,
  "max_force_ha_per_bohr": 0.2312,
  "e_lumo_ev": [2.202, 2.175],
  "multiplicity": 3,
  "e_tot_ev": -129284.8340,
  "charge": -1,
  "species": ["Pt", "C", "C", "C", "P", "C", "C", "C", "C", "C", "C", "C", "C", "C", "C", "N", "C", "C", "C", "C", "C", "C", "C", "C", "C", "H", "H", "H", "H", "H", "H", "H", "H", "H", "H", "H", "H", "H", "H", "H", "H", "H", "H", "H", "H", "H", "H", "H", "H", "H", "H", "H", "H", "H", "H", "H", "O", "C", "N", "S", "O", "O", "C", "C", "C", "C", "C", "C", "H", "H", "H", "H", "C", "As", "C", "C", "O", "H", "H", "H", "H", "H", "H", "H", "H", "H", "H"],
  "positions_angstrom": [[0.48167, 0.50497, 0.17555], [1.92587, -1.45463, 3.92735], [1.49117, 0.01117, 4.02145], [0.95277, 0.30027, 5.41745], [0.47577, 0.49677, 2.57595], [-0.21523, 2.16667, 2.94125], [0.90247, 3.20497, 3.07455], [-1.17623, 2.61687, 1.83295], [-1.02813, -0.57633, 2.53135], [-1.83723, -0.67283, 3.68685], [-2.99193, -1.46163, 3.72805], [-3.79903, -1.58883, 4.98155], [-3.35793, -2.15633, 2.58385], [-2.59743, -2.04093, 1.41655], [-1.42093, -1.25793, 1.33565], [-0.68813, -1.12863, 0.18565], [-1.10723, -1.72503, -0.95945], [-0.72863, -3.05293, -1.28435], [0.09577, -3.87823, -0.32775], [-1.14703, -3.63833, -2.49395], [-1.91623, -2.92563, -3.41575], [-2.31123, -3.54363, -4.72035], [-2.24853, -1.60073, -3.12755], [-1.85183, -0.99573, -1.92095], [-2.23233, 0.44167, -1.66545], [2.64637, -1.69303, 4.71805], [2.40907, -1.67253, 2.96815], [1.07667, -2.13833, 4.03825], [2.40577, 0.61077, 3.92255], [0.17547, -0.40633, 5.71955], [0.55837, 1.31487, 5.51815], [1.75937, 0.20087, 6.15405], [-0.77783, 2.14447, 3.88035], [1.49687, 3.28187, 2.15635], [1.58637, 2.96487, 3.89515], [0.48377, 4.19627, 3.28215], [-0.68573, 2.64057, 0.85255], [-1.55763, 3.62337, 2.03845], [-2.04613, 1.95597, 1.75405], [-1.58013, -0.10423, 4.57035], [-3.52503, -0.82343, 5.71495], [-3.63453, -2.57173, 5.43465], [-4.86543, -1.46863, 4.76455], [-4.24183, -2.78583, 2.56955], [-2.94053, -2.58353, 0.53795], [0.95837, -3.31283, 0.03935], [0.49247, -4.77383, -0.81845], [-0.51743, -4.20403, 0.51815], [-0.85773, -4.66193, -2.71325], [-2.43713, -4.62673, -4.61905], [-1.54393, -3.34693, -5.47565], [-3.26573, -3.13823, -5.07225], [-2.81943, -1.02143, -3.84705], [-2.74783, 0.87777, -2.52795], [-1.33963, 1.04917, -1.48325], [-2.90863, 0.51337, -0.80785], [-0.14883, 2.69527, -2.20315], [0.17207, 1.58067, -2.60425], [0.48167, 0.50497, -1.85625], [0.84177, -0.74603, -2.79055], [-0.13473, -1.82943, -2.82455], [2.24477, -1.14453, -2.82455], [0.61597, 0.03847, -4.33185], [0.76187, -0.46863, -5.60475], [0.50917, 0.40927, -6.66065], [0.12527, 1.74317, -6.40935], [-0.01083, 2.21577, -5.09695], [0.24297, 1.33417, -4.06105], [1.05857, -1.49923, -5.75715], [0.60957, 0.06047, -7.68485], [-0.06763, 2.41327, -7.24275], [-0.30493, 3.23767, -4.88475], [1.84687, 3.29847, -0.05105], [3.25267, 1.92797, 0.06015], [4.32507, 1.75557, -1.57955], [4.32507, 2.02217, 1.70615], [2.43677, 0.50497, 0.17555], [2.31537, 4.30067, -0.13235], [1.21747, 3.25647, 0.86145], [1.21747, 3.10997, -0.94485], [4.91247, 2.68357, -1.73465], [3.65137, 1.59457, -2.44615], [5.01507, 0.89257, -1.48085], [4.91247, 2.96297, 1.70955], [5.01507, 1.15447, 1.74785], [3.65137, 2.00287, 2.58735], [-0.51843, 1.90157, 0.17555]],
  "forces_ev_per_angstrom": [[-2.665, 0.737, 2.221], [0.060, -0.149, -0.240], [0.301, -0.219, 1.010], [-0.014, 0.032, 0.474], [-1.252, -0.499, -2.311], [-0.102, 0.546, -0.002], [0.250, 0.022, 0.515], [-1.214, 1.108, 1.978], [-0.216, 0.088, 1.323], [-0.124, -0.514, -1.008], [0.368, 0.357, 0.244], [-0.135, 0.096, 0.181], [0.856, 0.319, -0.878], [-0.520, -0.419, 0.355], [0.132, -0.215, 0.132], [-1.622, -0.497, 2.477], [-2.529, -1.400, -0.365], [-1.630, -1.742, 1.245], [0.021, 0.073, -0.139], [-1.565, -0.819, 1.097], [-1.327, -0.504, 0.400], [-0.215, -0.132, -0.011], [-1.595, -0.442, 0.763], [-2.513, 0.185, 0.630], [-0.532, -0.090, 0.023], [-0.068, 0.093, 0.002], [-0.147, 0.067, 0.051], [0.021, 0.173, -0.060], [-0.077, 0.051, -0.170], [0.014, 0.062, -0.141], [-0.046, -0.043, -0.041], [0.004, 0.004, -0.008], [-0.017, -0.087, 0.047], [-0.141, -0.055, 1.367], [0.005, 0.001, 0.020], [0.004, -0.046, -0.039], [-0.383, 1.219, 1.164], [-0.053, 0.141, 0.391], [0.256, -0.021, -0.170], [0.066, 0.048, 0.049], [0.001, -0.107, -0.048], [-0.175, 0.058, 0.119], [0.032, -0.121, 0.137], [-0.029, 0.043, 0.051], [0.204, 0.147, 0.012], [-0.175, 0.085, 0.149], [-0.178, 0.089, -0.033], [0.194, 0.094, 0.150], [-0.015, -0.034, 0.033], [0.105, 0.084, -0.092], [-0.056, -0.073, -0.146], [0.157, 0.009, -0.073], [-0.104, 0.013, 0.027], [-0.082, -0.199, -0.042], [-1.631, -0.344, 0.598], [0.111, 0.148, 0.083], [0.150, 0.085, 0.130], [0.171, 1.294, -0.789], [1.163, 0.098, -2.245], [1.308, -2.849, -3.319], [10.285, 4.778, -3.564], [-0.260, 0.406, 1.123], [-0.084, 0.865, 0.066], [-0.131, 0.269, -0.279], [-0.100, 0.311, 0.275], [0.103, -0.307, 0.332], [0.003, -0.029, -0.530], [-0.027, -0.367, -0.957], [-0.017, 0.044, -0.058], [-0.021, 0.081, 0.103], [0.028, -0.113, 0.085], [0.001, -0.067, -0.025], [0.907, 0.905, -0.306], [-0.436, -0.094, -0.147], [0.500, 0.748, 0.069], [0.530, 0.666, -0.137], [4.477, -0.462, -0.005], [-0.157, -0.284, 0.072], [0.639, -0.104, -1.746], [0.467, -0.026, 0.526], [-0.216, -0.510, -0.064], [0.217, 0.016, 0.733], [-0.573, 0.484, 0.075], [-0.202, -0.491, 0.176], [-0.526, 0.481, -0.170], [0.248, -0.012, -0.737], [1.540, -3.235, -2.185]]
}



- Look up the charge of the second one.
  -1